[1]
C29H31HfN4O3SSi2 | wB97M-V/def2-TZVPD

The geometry in XYZ format:
```
71
Properties=species:S:1:pos:R:3:forces:R:3
Hf 10.13755 -15.00467 1.24768 -2.38 5.67 -0.25
S 8.67363 -18.55973 -1.29056 0.46 -0.04 0.52
Si 7.63670 -14.54635 3.42915 -0.59 0.08 -0.35
Si 9.51370 -13.08681 -0.81969 -0.56 0.24 -0.88
O 11.63616 -13.56900 2.13077 0.06 -0.28 -0.37
O 13.07629 -16.43182 -1.00635 0.49 0.61 0.89
O 8.28172 -14.95151 1.90444 0.52 0.02 1.32
N 10.85878 -16.44419 2.61650 0.53 -2.42 2.11
N 9.65283 -16.64636 0.08341 -0.98 -3.51 -1.67
N 12.07391 -14.86134 0.31064 2.08 1.24 1.97
N 10.71204 -18.64212 3.05796 -0.15 1.55 -0.74
C 11.47819 -12.09288 -2.75402 0.55 -0.33 -0.23
C 5.86493 -14.03238 3.06964 0.05 0.10 -0.33
C 8.99484 -16.92043 -1.04367 0.27 -0.12 1.16
C 11.71100 -18.59060 5.38963 0.33 0.45 0.18
C 6.49900 -13.62816 -3.77877 0.46 0.05 -0.21
C 10.44895 -17.64403 2.15514 1.73 -0.42 1.73
C 12.99906 -13.49182 -4.03264 -0.60 0.44 -0.08
C 12.22470 -14.59775 -3.70793 -0.31 -0.15 0.39
C 10.78391 -13.21354 -2.28950 -0.46 -0.49 0.20
C 7.62747 -13.19253 -3.08213 -0.34 -0.05 -0.52
C 7.77636 -13.40580 -1.71694 0.27 0.06 1.18
C 14.02714 -13.78149 1.34065 -0.62 0.08 -0.02
C 11.27995 -18.02987 4.18591 -0.05 -0.42 0.52
C 7.56392 -16.00204 4.61652 -0.41 -0.55 0.16
C 14.48931 -14.76709 0.25642 0.00 -0.51 -0.68
C 9.44329 -18.96855 0.19387 0.53 1.01 0.22
C 12.59005 -12.22902 -3.59419 0.14 -0.40 0.20
C 12.17967 -17.72721 6.37253 -0.25 0.75 -0.24
C 11.85536 -15.78582 4.94163 0.12 0.31 -0.17
C 12.22819 -16.31473 6.17361 -0.27 -1.09 -0.94
C 9.90481 -17.83029 0.82769 -1.17 -0.16 -1.74
C 11.35309 -16.65401 3.96410 -0.45 -0.77 -1.50
C 5.50028 -14.32057 -3.10333 -0.46 0.24 -1.30
C 6.67188 -13.95788 -1.03616 0.06 -0.36 -1.08
C 11.13558 -14.47267 -2.84378 0.58 0.94 0.09
C 5.55654 -14.44463 -1.74426 0.68 0.03 1.30
C 13.18333 -15.50082 -0.23497 0.46 0.06 -0.83
C 8.78834 -13.23125 4.11317 -0.01 1.06 0.03
C 12.50706 -13.98382 1.31233 0.09 -1.40 -1.20
H 10.55643 -19.62377 2.86943 0.07 0.18 0.33
H 15.23635 -15.49730 0.62726 -0.49 0.37 -0.31
H 13.18403 -11.35690 -3.84431 -0.15 0.00 -0.14
H 14.91820 -14.25497 -0.63641 -0.27 -0.39 0.65
H 9.60181 -19.99774 0.47443 -0.20 0.01 0.10
H 12.59319 -15.68606 6.96981 0.05 0.13 -0.05
H 13.84967 -13.60570 -4.68785 0.14 0.05 0.04
H 8.38759 -12.66125 -3.63257 0.28 -0.07 -0.09
H 8.67569 -12.88841 5.16582 -0.12 -0.57 -0.57
H 6.68309 -14.07355 0.02736 0.16 -0.10 0.52
H 11.18753 -11.09323 -2.46399 -0.04 0.03 0.27
H 10.63156 -15.39172 -2.57346 -0.16 0.06 0.18
H 6.44657 -13.45650 -4.86376 -0.09 -0.11 0.58
H 14.26835 -12.72788 1.11680 -0.19 -0.41 0.04
H 11.74018 -19.65419 5.53398 -0.15 -0.28 0.10
H 5.20571 -14.12999 3.96046 0.35 0.08 -0.69
H 9.53891 -11.60172 -0.38802 0.03 -0.75 -0.25
H 8.55575 -16.27713 5.01156 -0.28 0.06 -0.05
H 4.78186 -14.96360 -1.19224 -0.13 0.13 -0.06
H 12.51651 -18.10256 7.33295 -0.06 -0.16 -0.19
H 11.99701 -14.73600 4.69010 -0.21 -0.12 0.24
H 5.53653 -14.73033 2.25280 0.00 0.59 0.77
H 9.83421 -13.53755 3.99042 0.01 -0.06 0.13
H 6.89282 -15.75655 5.49396 0.74 -0.22 -0.94
H 7.13415 -16.90285 4.10648 0.26 0.66 0.44
H 4.65336 -14.70399 -3.67438 0.16 0.04 0.24
H 14.42999 -13.98890 2.35141 -0.34 0.02 -0.50
H 12.48909 -15.58889 -4.06150 0.05 0.11 -0.08
H 8.55737 -16.19776 -1.71478 0.26 0.48 -0.01
H 8.69699 -12.29495 3.51782 0.00 -0.54 0.15
H 5.81108 -12.99278 2.66954 -0.07 -0.72 0.29
```
Forces are in eV/Å.

Output
- total charge = +1
- orbital gap (eV) = 5.726



[2]
C29H31N4O4PdSSi | wB97M-V/def2-TZVPD

The geometry in XYZ format:
```
71
Properties=species:S:1:pos:R:3:forces:R:3
Pd 0.79440 -0.41307 -0.47042 0.26 0.14 -0.11
S -2.04385 0.46943 0.96623 -0.05 0.04 -0.08
Si 0.09284 -3.23183 0.54795 -0.16 -0.01 0.03
O -2.53224 0.05564 -0.31472 0.02 0.02 0.02
O -2.59849 -0.14568 2.15052 0.06 0.05 0.01
O 2.07931 1.09128 -2.88005 0.00 0.00 0.01
O 2.44752 -3.28856 -1.68332 0.03 0.04 0.01
N 2.03649 1.11695 0.33948 -0.05 -0.19 0.02
N 2.06092 -1.02507 -1.96533 0.04 0.33 -0.08
N -0.29794 -2.06625 -0.67582 0.02 -0.06 -0.08
N -0.43024 0.44188 0.92445 -0.19 -0.32 0.43
C -1.03659 -1.42752 -2.90211 -0.03 0.01 0.00
C 1.61944 1.39524 1.61182 0.12 0.11 0.06
C -3.17599 6.42494 1.35458 0.00 0.00 0.00
C 2.53171 -2.26374 -2.32623 -0.01 -0.15 0.05
C -2.90662 4.94636 1.27370 0.00 -0.01 0.00
C -2.88212 -3.48201 -2.90541 0.00 0.01 -0.01
C -2.08664 -3.27216 -1.79360 0.04 0.00 -0.01
C 3.23157 1.49122 -0.04874 -0.11 0.04 0.14
C 3.05386 -0.74688 -4.11560 0.02 0.00 0.01
C -2.76897 -2.67822 -4.03348 -0.01 -0.01 0.00
C -1.10918 -2.25448 -1.76204 0.01 0.03 0.04
C 3.23187 -2.19035 -3.68250 0.01 0.00 0.04
C 1.72667 -2.82753 1.38969 -0.02 -0.02 0.04
C -2.37856 2.21621 1.11746 0.02 -0.03 -0.04
C 2.45211 2.05959 2.53387 -0.05 -0.05 -0.07
C -3.20688 2.69850 2.11148 -0.01 -0.02 0.04
C -3.46987 4.06217 2.18375 0.02 0.01 -0.01
C 3.73687 2.43669 2.08722 0.03 0.03 0.04
C 0.28939 0.99564 1.96867 0.07 0.14 -0.15
C -1.81013 3.08343 0.19144 0.02 -0.01 -0.02
C -2.07381 4.43706 0.27554 0.00 0.01 0.01
C 1.97567 2.31133 3.84181 0.00 0.00 0.01
C -1.14712 -3.25538 1.96663 -0.07 0.01 -0.06
C 2.35045 -0.09799 -2.93160 -0.08 -0.14 -0.07
C -0.13128 1.25259 3.25847 -0.03 -0.03 -0.01
C -1.84533 -1.64001 -4.00413 0.01 0.00 0.00
C 0.17130 -4.99178 -0.11538 0.11 0.01 -0.02
C 0.71599 1.90511 4.17549 -0.02 0.01 0.03
C 4.12307 2.16579 0.80811 -0.03 -0.02 -0.07
H 4.40348 2.94392 2.77564 0.00 0.00 0.00
H -0.83092 -4.00139 2.70345 -0.02 0.00 0.02
H 0.72979 -5.02212 -1.05254 -0.03 0.00 0.03
H -3.60143 6.79767 0.42099 0.00 0.00 0.00
H -2.23597 -3.88049 -0.91136 -0.01 -0.01 -0.01
H -3.61943 -4.27744 -2.88162 0.00 0.00 0.01
H 2.61796 2.81171 4.55572 0.00 0.00 0.00
H -2.25441 6.98109 1.53761 0.00 0.00 0.00
H 2.77631 -2.92457 -4.34530 -0.02 0.01 -0.01
H 5.09886 2.44974 0.43914 0.00 0.00 0.00
H -0.81679 -5.42328 -0.27564 0.00 -0.02 0.00
H 4.27475 -2.47574 -3.53972 -0.01 -0.02 -0.01
H -2.16161 -3.50409 1.64410 0.02 0.00 -0.03
H -1.62728 5.11438 -0.44392 0.00 0.00 0.00
H -1.11426 0.93198 3.57043 0.00 0.01 -0.02
H 3.48351 1.26599 -1.07177 0.07 -0.02 -0.08
H 0.69421 -5.61946 0.61300 0.01 0.00 0.01
H 3.98481 -0.21582 -4.31631 -0.01 0.00 0.00
H -3.63640 2.00450 2.82208 0.00 0.00 -0.01
H 0.34415 2.08281 5.17753 0.00 0.00 0.00
H -3.87364 6.65476 2.15961 0.00 0.00 0.00
H -1.16230 2.68760 -0.58184 0.00 0.00 0.00
H -1.20490 -2.28295 2.45856 0.02 0.01 0.02
H 2.57706 -3.04042 0.74447 0.00 0.02 -0.04
H 1.77937 -1.78305 1.70815 -0.02 0.00 0.03
H -0.34939 -0.59049 -2.89188 -0.03 0.01 -0.02
H 2.41283 -0.62794 -4.98946 -0.01 0.00 0.00
H -1.75722 -0.97336 -4.85556 0.01 0.01 0.01
H 1.79890 -3.44514 2.29185 0.02 -0.01 -0.02
H -3.40068 -2.83867 -4.89802 0.00 0.00 0.00
H -4.11896 4.44177 2.96477 0.00 0.00 0.00
```
Forces are in eV/Å.

Output
- total charge = -1
- orbital gap (eV) = 6.122